1.
Molecular formula: C2HCsFO
Method: DFT, the ωB97M-V functional and the def2-TZVPD basis

Its multiplicity is 2. For the LUMO energy (spin up / spin down), the calculation gives -1.10 / -1.17 eV. The value obtained for the HOMO-LUMO gap (spin up / spin down) is 3.09 / 5.35 eV. The HOMO energy (spin up / spin down) comes out at -4.20 / -6.52 eV. As for the electronic energy: -271.826452 Ha. The value obtained for the strongest force on any atom is 5.105 eV Å⁻¹.

Structure (XYZ):
```
6
Properties=species:S:1:pos:R:3:nbo_charge:R:1
Cs -2.12 -1.96 -2.69 0.9534
F 1.15 1.69 0.89 -0.3678
O -0.65 0.22 -0.23 -0.6772
C 0.58 0.44 0.81 0.2800
C 0.56 -0.46 -0.63 -0.3316
H 0.49 0.06 1.84 0.1432
```

=====

2.
Molecular formula: C9H15ClN2
Method: DFT, the ωB97M-V functional and the def2-TZVPD basis

Its total charge is +2. For the LUMO energy, the calculation gives -8.50 eV. The value obtained for the HOMO-LUMO gap is 6.03 eV. The HOMO energy comes out at -14.53 eV. Its energy relative to the best compared isomer or geometry (same formula, charge and spin) is 0.0 kJ/mol. As for the electronic energy: -920.902355 Ha. The value obtained for the strongest force on any atom is 4.022 eV Å⁻¹.

Structure (XYZ):
```
27
Properties=species:S:1:pos:R:3:nbo_charge:R:1
Cl 1.71 1.42 -0.91 -0.0473
N 1.27 -0.97 -3.81 -0.5689
N -0.78 3.13 0.36 -0.7188
C 0.88 -1.95 2.11 -0.0755
C 0.37 -1.14 -2.92 0.1832
C -0.26 -2.04 2.80 -0.2718
C -0.02 -0.13 0.69 0.0307
C 0.16 0.86 -0.21 -0.1377
C -0.80 1.94 -0.58 -0.2590
C -1.36 -1.26 2.38 -0.0830
C 1.06 -1.08 0.95 -0.5149
C -1.31 -0.41 1.36 -0.2849
H -1.44 3.97 0.14 0.4738
H -0.64 2.41 -1.50 0.2359
H 1.79 -2.52 2.29 0.2387
H 2.21 -0.62 -3.65 0.4596
H 2.02 -0.61 1.38 0.2922
H -2.05 0.36 1.31 0.1985
H -1.86 1.53 -0.48 0.2421
H -0.43 -2.45 3.82 0.2630
H -2.44 -1.27 2.68 0.2577
H 1.25 -1.45 -4.74 0.4494
H 0.45 -0.36 -2.28 0.2227
H -1.02 2.74 1.36 0.4607
H 1.31 -1.72 0.05 0.2518
H -0.29 -1.92 -3.04 0.2393
H 0.22 3.55 0.44 0.4627
```

=====

3.
Molecular formula: C4H2MnO2
Method: DFT, the ωB97M-V functional and the def2-TZVPD basis

Its multiplicity is 6. For the LUMO energy (spin up / spin down), the calculation gives -1.05 / -2.90 eV. The value obtained for the HOMO-LUMO gap (spin up / spin down) is 6.77 / 3.40 eV. The HOMO energy (spin up / spin down) comes out at -7.82 / -6.30 eV. As for the electronic energy: -1454.775009 Ha. The value obtained for the strongest force on any atom is 4.558 eV Å⁻¹.

Structure (XYZ):
```
9
Properties=species:S:1:pos:R:3:nbo_charge:R:1
Mn 2.61 0.00 0.80 0.6513
O -2.34 1.10 0.68 -0.1777
O -0.47 -2.41 0.22 -0.5421
C -0.35 0.04 -0.03 -0.2942
C -0.06 -1.29 -0.12 0.5397
C -1.15 1.13 0.27 0.1323
C 1.09 -0.38 -0.45 -0.7731
H 1.33 -0.31 -1.52 0.2216
H -0.66 2.12 0.14 0.2423
```

=====

4.
Molecular formula: C14H14BeN2O3S
Method: DFT, the ωB97M-V functional and the def2-TZVPD basis

Its total charge is -2. For the LUMO energy (spin up / spin down), the calculation gives 4.77 / 4.77 eV. The value obtained for the HOMO-LUMO gap (spin up / spin down) is 3.60 / 3.60 eV. The HOMO energy (spin up / spin down) comes out at 1.17 / 1.17 eV. As for the electronic energy: -1289.896403 Ha. The value obtained for the strongest force on any atom is 7.513 eV Å⁻¹.

Structure (XYZ):
```
35
Properties=species:S:1:pos:R:3:nbo_charge:R:1
S -0.93 0.96 3.73 2.2978
O -0.85 2.33 4.05 -0.9583
O -1.92 0.16 4.34 -0.9561
O -0.35 0.20 0.06 -0.7329
N -1.12 0.83 2.07 -0.8818
N 0.81 -0.82 -1.77 -1.7947
C 3.09 -1.16 2.86 -0.2343
C 2.84 -0.86 4.21 -0.2397
C 1.34 1.33 -2.63 -0.2991
C -1.77 -1.08 -3.56 -0.3776
C -2.36 0.22 -3.54 -0.3803
C 0.72 0.12 3.53 -0.2872
C 0.18 1.97 -2.99 -0.7580
C 0.95 -0.17 2.20 -0.0341
C -2.83 -0.79 -1.53 -0.3945
C -2.07 -1.71 -2.31 -0.3658
C -3.01 0.40 -2.29 -0.4152
C 1.64 -0.21 4.56 -0.2296
C 2.16 -0.82 1.85 -0.1960
C -0.23 0.30 1.29 0.6244
Be -0.52 0.05 -1.74 1.6683
H -2.32 0.95 -4.36 0.1872
H 4.02 -1.66 2.61 0.1963
H 3.56 -1.12 4.99 0.1925
H -0.18 1.92 -4.03 0.1882
H -1.78 -2.72 -2.02 0.2031
H 1.82 1.56 -1.67 0.1960
H -0.31 2.69 -2.33 0.1942
H -3.56 1.29 -1.97 0.1938
H -3.23 -0.98 -0.52 0.2067
H 1.64 -1.42 -1.81 0.3332
H 1.94 0.79 -3.36 0.1950
H -1.20 -1.52 -4.39 0.1960
H 1.43 0.03 5.60 0.2066
H 2.37 -1.07 0.82 0.2556
```

=====

5.
Molecular formula: C21H31NO4
Method: DFT, the ωB97M-V functional and the def2-TZVPD basis

For the LUMO energy, the calculation gives 0.51 eV. The value obtained for the HOMO-LUMO gap is 8.59 eV. The SMILES is COc1ccc(CNC(=O)COC(=O)[C@H]2CC[C@@H](C(C)(C)C)CC2)cc1. The HOMO energy comes out at -8.08 eV. Its energy relative to the best compared isomer or geometry (same formula, charge and spin) is 1565.7 kJ/mol. As for the electronic energy: -1173.959136 Ha. The value obtained for the strongest force on any atom is 19.192 eV Å⁻¹.

Structure (XYZ):
```
57
Properties=species:S:1:pos:R:3:nbo_charge:R:1
O -5.60 -1.03 -1.52 -0.4772
O 1.74 3.16 -0.69 -0.4723
O 0.05 1.70 -1.59 -0.6290
O 0.64 1.72 1.49 -0.5996
N -1.35 2.43 1.04 -0.5511
C -3.21 0.77 1.17 -0.0549
C 3.99 -1.75 1.81 -0.6435
C 3.00 -1.24 -0.40 -0.1632
C -7.02 -1.42 -1.01 -0.2482
C 1.43 -1.88 1.58 -0.6268
C 2.61 -3.35 0.36 -0.6068
C 3.56 1.22 -1.05 -0.3736
C -5.29 -0.21 0.50 -0.3655
C 3.41 0.52 0.01 -0.4313
C 2.30 1.43 -1.91 -0.3859
C 1.22 2.06 -1.26 0.8000
C -2.24 1.71 1.78 -0.2442
C 0.52 3.60 0.27 -0.1582
C -0.02 2.64 1.07 0.5951
C -2.77 0.48 -0.39 -0.1486
C -4.89 -0.49 -0.64 0.3139
C 2.01 0.05 -2.46 -0.3431
C 2.74 -2.10 0.79 -0.0575
C -4.46 0.55 1.50 -0.1984
C 1.70 -0.91 -1.13 -0.3584
C -3.70 -0.18 -1.16 -0.2613
H -0.13 3.92 -0.47 0.2240
H -6.94 -2.07 -0.21 0.1921
H 2.61 0.83 0.67 0.2334
H 4.88 -1.96 1.26 0.2126
H 1.62 -2.38 2.46 0.2140
H 1.02 4.34 0.84 0.2372
H 2.52 2.02 -2.90 0.2582
H -6.19 -0.28 1.15 0.2384
H 1.01 -0.53 -0.76 0.1588
H 1.97 -3.70 -0.26 0.2233
H 3.95 2.22 -0.75 0.2218
H 3.80 -1.58 -1.01 0.2004
H -1.81 0.86 -0.61 0.2336
H 3.92 -1.01 2.61 0.2351
H -1.88 3.27 0.50 0.3623
H 4.25 0.31 0.53 0.2154
H -7.67 -0.57 -0.96 0.1920
H 1.49 -0.80 1.86 0.2117
H 3.51 -3.66 -0.02 0.1963
H -1.37 0.96 2.24 0.2233
H 2.50 -4.21 1.12 0.1889
H 3.93 -2.77 2.30 0.2015
H 1.47 -1.78 -1.91 0.1875
H 0.50 -1.95 0.90 0.2247
H -7.48 -1.85 -1.72 0.1796
H -3.33 -0.58 -2.06 0.2269
H 2.85 -0.39 -3.23 0.1913
H 1.25 -0.16 -3.09 0.2049
H -4.64 0.88 2.53 0.2097
H 4.49 0.97 -1.79 0.1963
H -2.46 2.16 2.62 0.1945
```

=====

6.
Molecular formula: C3H6N2O4
Method: DFT, the ωB97M-V functional and the def2-TZVPD basis

For the LUMO energy, the calculation gives 0.19 eV. The value obtained for the HOMO-LUMO gap is 10.82 eV. The SMILES is CN(CC(=O)O)[N+](=O)[O-]. The HOMO energy comes out at -10.63 eV. Its energy relative to the best compared isomer or geometry (same formula, charge and spin) is 463.1 kJ/mol. As for the electronic energy: -528.279808 Ha. The value obtained for the strongest force on any atom is 3.025 eV Å⁻¹.

Structure (XYZ):
```
15
Properties=species:S:1:pos:R:3:nbo_charge:R:1
O -1.75 -1.57 -0.72 -0.6634
O 2.46 -0.92 -0.23 -0.3931
O -3.06 0.13 -0.05 -0.5585
O 0.67 -1.97 0.36 -0.4619
N 1.26 -0.95 0.03 0.6388
N 0.56 0.19 0.00 -0.2263
C 1.20 1.39 -0.40 -0.4268
C -1.94 -0.39 -0.09 0.7618
C -0.78 0.13 0.68 -0.3503
H -0.88 -1.91 -0.51 0.4972
H 1.96 1.73 0.34 0.2182
H -1.08 1.14 0.89 0.2474
H 1.64 1.23 -1.40 0.2349
H -0.68 -0.40 1.63 0.2555
H 0.43 2.17 -0.52 0.2266
```